{
  "formula": "C29H77IO20S",
  "method": "the ωB97M-V functional and the def2-TZVPD basis",
  "multiplicity": 1,
  "charge": 0,
  "largest_force_ev_per_a": 6.8,
  "total_energy_ev": -91191.313,
  "homo_ha": -0.352,
  "species": ["C", "C", "C", "I", "O", "C", "O", "C", "C", "C", "C", "C", "C", "C", "C", "O", "C", "O", "C", "C", "O", "S", "C", "O", "O", "H", "H", "H", "H", "H", "H", "H", "H", "H", "H", "H", "H", "H", "H", "H", "H", "H", "H", "H", "H", "H", "H", "H", "H", "H", "C", "O", "H", "H", "H", "H", "C", "O", "H", "H", "H", "H", "C", "O", "H", "H", "H", "H", "C", "O", "H", "H", "H", "H", "C", "O", "H", "H", "H", "H", "C", "O", "H", "H", "H", "H", "C", "O", "H", "H", "H", "H", "C", "O", "H", "H", "H", "H", "C", "O", "H", "H", "H", "H", "C", "O", "H", "H", "H", "H", "C", "O", "H", "H", "H", "H", "C", "O", "H", "H", "H", "H", "C", "O", "H", "H", "H", "H"],
  "coordinates": [[-0.8918, -3.9283, 2.1560], [-1.2443, -2.9780, 1.3128], [-1.5345, -1.7421, 0.2870], [0.3115, -1.6924, -0.8631], [-2.7706, -2.2331, -0.3616], [-3.9335, -1.8588, 0.4516], [-5.0427, -2.3606, 0.1166], [-3.4637, -0.9023, 1.6551], [-4.4771, 0.1542, 2.3305], [-5.9643, 0.1946, 1.7099], [-7.0290, -0.8072, 2.3985], [-6.3895, -1.9303, 3.3662], [-7.9761, -1.5940, 1.3266], [-2.0938, -0.3526, 0.9512], [-1.2351, 0.0863, 2.2855], [0.1872, 0.2015, 2.0348], [0.9721, -0.7110, 2.8609], [2.1889, -1.0204, 2.1200], [3.3724, -1.0429, 2.9819], [3.6621, -2.6060, 3.3591], [3.5981, -2.7506, 4.8069], [-2.2234, 0.9410, -0.3763], [-0.6827, 2.0334, -0.3997], [-3.3994, 1.8859, -0.2355], [-2.3053, 0.3620, -1.7979], [-0.3642, -4.5109, 3.0063], [-3.3097, -1.6721, 2.5208], [-4.4608, 0.0234, 3.4898], [-4.0199, 1.2151, 2.1548], [-5.9529, 0.0021, 0.5708], [-6.3609, 1.2840, 1.8421], [-7.7473, -0.1562, 3.0605], [-6.0787, -1.4112, 4.3669], [-5.4421, -2.4408, 2.9643], [-7.2240, -2.6840, 3.6768], [-9.0067, -1.8141, 1.7856], [-8.0344, -1.0639, 0.2968], [-7.4759, -2.6265, 1.1083], [-1.4556, -0.7227, 3.0913], [-1.7278, 1.0583, 2.6860], [0.4530, -1.7145, 3.0923], [1.1540, -0.1854, 3.8748], [3.3159, -0.3526, 3.8980], [4.2634, -0.6952, 2.3128], [2.8666, -3.2841, 2.8422], [4.6899, -2.9448, 2.9285], [3.3856, -3.6995, 4.9790], [0.2244, 1.3492, -0.6641], [-0.5435, 2.4864, 0.6590], [-0.7995, 2.8873, -1.1832], [7.3989, -0.1391, 2.1126], [6.1468, 0.5166, 1.9749], [7.6541, -0.1950, 3.1718], [7.3301, -1.1498, 1.7027], [8.1689, 0.4275, 1.5842], [5.9462, 0.5522, 1.0291], [8.9427, 0.8616, -1.2147], [9.5040, -0.3323, -0.6962], [7.9499, 1.0019, -0.7841], [9.5769, 1.7107, -0.9472], [8.8585, 0.7849, -2.3014], [10.3815, -0.4304, -1.0944], [0.0535, 0.5495, -4.8389], [0.1644, -0.4401, -3.8299], [0.8643, 0.4152, -5.5570], [-0.9054, 0.4443, -5.3523], [0.1299, 1.5426, -4.3881], [-0.5663, -0.2968, -3.2080], [-9.8700, 2.5051, 3.0220], [-8.7901, 1.9555, 3.7589], [-10.5446, 1.6988, 2.7300], [-10.4116, 3.2227, 3.6433], [-9.4889, 3.0004, 2.1255], [-8.2094, 2.6907, 4.0039], [2.1714, 3.9042, -5.6611], [3.2300, 3.0293, -5.3050], [2.4242, 4.9148, -5.3377], [2.0370, 3.8942, -6.7457], [1.2503, 3.5859, -5.1664], [2.9805, 2.1434, -5.6024], [-6.9454, 5.9160, 4.1278], [-7.7839, 4.7841, 4.3048], [-6.6436, 5.9711, 3.0811], [-7.4922, 6.8235, 4.3948], [-6.0566, 5.8169, 4.7557], [-8.0362, 4.7592, 5.2387], [2.4333, 3.6056, 2.3137], [2.4773, 2.3399, 2.9515], [3.1299, 4.2782, 2.8158], [2.7248, 3.4994, 1.2655], [1.4222, 4.0163, 2.3806], [1.8541, 1.7603, 2.4903], [13.0188, 1.6259, -1.5738], [12.1791, 0.4956, -1.3892], [13.3121, 1.6807, -2.6231], [12.4759, 2.5345, -1.3020], [13.9123, 1.5239, -0.9533], [11.9356, 0.4722, -0.4523], [-6.7327, -3.5229, -2.6773], [-6.3418, -2.1671, -2.8065], [-7.7124, -3.6548, -3.1390], [-6.0048, -4.1637, -3.1825], [-6.7929, -3.7871, -1.6185], [-5.4725, -2.0808, -2.3891], [-6.2412, 3.1091, -1.8079], [-5.3961, 3.7793, -0.8877], [-6.7341, 3.8504, -2.4389], [-5.6454, 2.4399, -2.4340], [-6.9975, 2.5372, -1.2639], [-4.9731, 3.0995, -0.3426], [-3.5909, -5.0799, -5.4669], [-4.4287, -6.2112, -5.2885], [-3.2917, -5.0232, -6.5143], [-4.1371, -4.1723, -5.1971], [-2.7006, -5.1814, -4.8411], [-4.6781, -6.2372, -4.3543], [14.3464, 0.7387, -5.7452], [15.1981, 1.4107, -4.8303], [13.8599, 1.4782, -6.3826], [14.9362, 0.0590, -6.3654], [13.5857, 0.1782, -5.1960], [15.6152, 0.7337, -4.2796], [2.9445, -4.7733, 0.0705], [2.1573, -5.5756, 0.9372], [3.6942, -4.2457, 0.6620], [3.4449, -5.4088, -0.6646], [2.3062, -4.0457, -0.4369], [1.5028, -6.0305, 0.3890]],
  "forces_ev_per_angstrom": [[-1.05, 5.60, -3.69], [2.32, -3.35, 4.53], [-1.72, -2.19, 1.86], [-1.14, 0.03, 0.17], [-0.55, 1.39, 1.38], [-2.67, -1.96, -1.84], [5.07, 2.49, 1.75], [-1.07, -0.84, -1.12], [0.24, 1.36, -0.48], [-0.45, 0.30, 0.05], [-0.97, -0.40, 0.27], [-0.31, 0.97, 1.21], [1.03, -0.54, -0.17], [1.43, -2.17, 3.53], [-0.66, 0.04, -0.17], [-1.01, -1.02, 0.87], [0.74, -0.70, 0.54], [-1.08, 1.52, 2.20], [1.54, -1.25, -0.97], [-0.20, 0.37, -0.60], [-0.25, -1.19, -1.03], [-2.56, 2.83, -5.67], [1.07, -0.25, 0.89], [2.77, -2.45, 1.44], [1.00, 0.38, 4.22], [-1.42, 1.04, -2.17], [0.73, 1.24, -1.79], [-0.20, -0.03, -2.20], [-0.80, -1.90, 0.20], [0.25, 0.28, 1.85], [0.71, -1.93, -0.17], [1.48, -1.20, -1.22], [-0.45, -0.94, -1.68], [-1.67, 0.51, 0.32], [1.68, 1.15, -0.79], [1.49, 0.54, -0.83], [-0.18, -0.71, 1.85], [-0.90, 1.82, 0.33], [0.48, 1.25, -1.54], [1.17, -1.34, -0.71], [0.27, 1.65, -0.69], [0.19, -0.72, -1.60], [-0.13, -1.17, -1.32], [-1.79, -0.43, 1.32], [1.20, 1.34, 0.83], [-1.54, 0.67, 0.93], [0.36, 1.16, -0.09], [-1.73, 1.24, 0.53], [-0.24, -0.80, -1.82], [-0.37, -1.86, 1.35], [0.03, 0.01, -0.23], [-0.24, 0.14, -0.18], [-0.15, 0.06, -0.09], [0.28, -0.04, 0.04], [0.17, -0.23, 0.09], [0.02, 0.07, 0.32], [0.33, -0.16, -0.11], [0.09, -0.23, 0.20], [0.11, -0.07, 0.00], [-0.17, 0.19, -0.13], [-0.11, 0.24, 0.00], [-0.38, 0.00, -0.12], [-0.20, -0.09, 0.26], [0.01, 0.04, 0.06], [-0.05, -0.07, 0.09], [0.07, 0.20, -0.16], [-0.03, 0.14, -0.21], [0.09, -0.09, -0.11], [0.22, 0.14, 0.08], [0.20, -0.10, 0.20], [0.13, 0.02, 0.07], [-0.16, 0.05, -0.19], [-0.22, 0.07, -0.06], [-0.11, -0.07, -0.17], [-0.01, -0.26, -0.07], [0.11, -0.24, 0.03], [0.06, -0.16, -0.01], [-0.19, 0.19, 0.01], [-0.14, 0.21, -0.10], [0.16, 0.26, 0.15], [0.05, 0.07, 0.13], [-0.24, -0.35, 0.28], [-0.10, -0.10, 0.12], [0.16, 0.10, -0.07], [0.08, 0.19, -0.09], [0.01, -0.01, -0.31], [-0.14, -0.30, -0.06], [-0.10, -0.22, 0.09], [-0.07, -0.14, -0.01], [0.00, 0.25, -0.05], [0.04, 0.24, -0.10], [0.16, 0.08, 0.08], [0.01, 0.10, 0.09], [-0.21, -0.30, 0.29], [-0.06, -0.07, 0.11], [0.18, 0.12, -0.07], [0.07, 0.18, -0.09], [0.18, 0.02, -0.22], [0.21, 0.18, 0.19], [0.16, 0.16, -0.08], [0.12, 0.11, 0.00], [-0.12, -0.24, 0.02], [-0.05, -0.22, -0.04], [-0.31, 0.05, -0.02], [0.23, -0.10, 0.23], [-0.06, 0.13, 0.26], [0.08, -0.02, 0.11], [-0.18, -0.09, -0.11], [-0.13, -0.10, -0.22], [0.02, 0.26, -0.29], [-0.10, -0.02, 0.27], [-0.16, -0.20, 0.15], [-0.10, -0.09, 0.11], [0.20, 0.16, -0.08], [0.11, 0.22, -0.10], [0.03, -0.06, -0.34], [0.11, -0.17, 0.14], [0.16, 0.01, 0.27], [0.11, -0.02, 0.13], [-0.20, -0.05, -0.14], [-0.12, -0.07, -0.21], [-0.08, 0.29, -0.16], [-0.16, -0.12, -0.18], [-0.22, -0.17, 0.13], [-0.12, -0.10, 0.01], [0.13, 0.18, -0.08], [0.21, 0.08, -0.07], [0.17, 0.14, 0.25]]
}